# 1
This record from the Open Molecules 2025 dataset describes a 4-piece molecular cluster, C26H50N8O9P overall at a distorted geometry. The level of theory is the ωB97M-V functional and the def2-TZVPD basis.

LUMO: -3.400 eV
total charge: +1
spin multiplicity: 1
highest occupied orbital energy: -0.421 Ha

Each line ends with the Mulliken charge.
Positions of all 94 atoms, in Å:
C 5.55812 1.01295 4.64575  0.478
H -10.56204 -4.39775 -2.74078  0.248
H 4.15812 1.57058 6.14773  0.258
N -6.73140 0.12864 -0.88519  -0.781
H 3.02546 -0.79245 -3.36121  0.597
H -3.52236 -3.47120 0.02601  0.470
H 4.44277 -1.23922 -1.03273  0.353
H 5.38318 0.25466 -0.96309  0.316
O -8.68719 -4.88340 -2.02414  -0.381
C 3.61970 0.82367 3.42915  -0.196
H -5.04589 -0.95576 0.48989  0.078
C -4.40064 2.93816 -1.14977  -0.184
N -2.65635 -1.24229 -0.52402  0.744
C -2.56650 -2.31826 -1.53971  -0.717
P -5.33743 -0.54525 -0.81831  0.651
H -0.40844 -4.45521 0.42445  0.395
H 9.95755 3.05521 3.86699  0.337
H -7.99290 -1.90631 -1.21669  -0.082
C 8.63539 2.21067 0.93730  0.374
C -1.12989 1.60913 0.03340  -0.689
C 8.48413 2.23050 2.44450  0.087
N -1.65590 0.91824 -1.17674  0.555
H 3.11156 1.79130 3.39288  0.211
N -3.94907 0.48368 -1.27857  0.529
O 9.82696 2.74834 0.58737  -0.394
C 3.73920 2.04892 0.09319  -1.442
H 4.34289 2.60000 -0.62279  0.400
H 5.17375 -0.53426 -2.50997  0.398
H -0.23835 1.07078 0.36822  0.309
C -2.73761 0.07174 -0.97606  -1.304
N -1.74015 -1.44955 0.51995  -0.542
H -0.78819 2.60264 -0.26210  0.372
H 4.84375 -0.05431 6.37242  0.346
C -0.58877 0.30739 -1.98312  -0.097
H 4.42216 1.62499 0.83449  0.212
H -3.19098 -2.02145 -2.38120  0.699
N -4.93360 2.78386 -0.01767  -0.431
C 9.55017 3.23490 2.87450  -0.603
C -8.59436 -2.55041 -1.84733  -0.070
H 1.05418 0.08979 -4.15763  0.514
H 3.54018 -0.98470 4.59693  0.292
O -2.03893 -4.61396 -0.87440  -0.408
C 3.37262 0.08344 4.74062  -0.567
H -1.05378 -0.17540 -2.84742  0.571
C 1.49389 0.68253 -3.35175  -1.435
O 5.03064 1.05737 3.39659  -0.234
H 2.36298 0.21769 5.12346  0.359
H -8.79532 -2.05606 -2.79906  0.305
C -10.03493 -4.42110 -1.78549  -0.423
C -9.87459 -3.03383 -1.17151  -0.600
H -6.73549 1.10316 -1.15811  0.206
C 4.47124 0.65660 5.64099  -0.568
H -5.19485 -1.67038 -1.65277  0.085
H 11.14072 3.99776 1.56776  0.346
C 0.40789 1.33394 -2.49798  -0.567
H -0.77528 -1.48894 0.20228  0.190
C 4.67480 -0.31260 -1.56964  -1.038
H 3.05142 2.71010 0.61611  0.378
H -3.85173 -4.06121 -1.61620  0.327
H 2.07414 1.47809 -3.82164  0.422
O -6.67940 -3.95289 -2.37203  -0.578
N 3.46870 0.49853 -1.81584  0.125
C 2.97067 0.93050 -0.55619  0.680
H -1.88061 -0.77496 1.25775  0.280
O 6.71183 1.25006 4.83471  -0.559
H -5.11119 1.57474 -2.57771  0.623
C 2.47463 -0.22908 -2.60565  -0.463
H 11.28970 2.27555 1.96147  0.240
C 10.58375 3.08508 1.76474  -0.427
H -0.12126 2.06558 -3.11682  0.485
C -3.08875 -3.64942 -0.95805  -0.740
H -1.63926 1.55428 1.97815  0.284
N -2.12989 1.63252 1.09190  -0.340
H -5.08210 3.67228 0.45880  0.265
C -7.84888 -3.83643 -2.11282  0.567
O -2.06403 -5.13426 1.31726  -0.450
H -1.53105 -2.43597 -1.86384  0.334
H -10.52891 -5.13051 -1.12718  0.337
H 8.68366 1.22994 2.82718  0.235
H 1.96373 -0.98648 -1.99859  0.277
H -10.73587 -2.38868 -1.32801  0.351
H 7.47866 2.52454 2.72084  0.050
H -0.03405 -0.46579 -1.43675  -0.304
H -3.39445 1.86660 -2.76466  0.375
H -4.13450 3.91568 -1.55806  0.449
H 3.35031 0.25026 2.54465  0.137
C -4.17662 1.72404 -2.02518  -1.042
H 0.83578 1.88452 -1.66384  0.330
H 9.13560 4.24412 2.85756  0.289
C -1.46833 -4.73412 0.36917  0.161
H -9.71366 -3.12590 -0.09651  0.267
O 7.86045 1.78436 0.12803  -0.546
O 1.99000 0.44105 -0.02575  -0.587
H -2.57132 2.54409 1.13312  0.230

Cartesian forces (eV/Å) of the 2 atoms listed first:
C 0.072 0.115 0.043
H 0.029 0.013 -0.015

---

# 2
This record from the Open Molecules 2025 dataset describes one molecule with the formula C6H10 at a distorted geometry. The level of theory is the ωB97M-V functional and the def2-TZVPD basis.

LUMO: 1.150 eV
spin multiplicity: 1
energy above the lowest of the compared OMol25 structures with the same formula, charge and spin: 44.4 kcal per mole
highest occupied orbital energy: -0.309 Ha
SMILES: C[C@@]12CC[C@@H]1C2

Each line ends with the Mulliken charge.
Positions of all 16 atoms, in Å:
H -0.28307 -1.92680 -0.62850  0.287
H -2.26117 -1.18835 0.47263  0.286
C -0.47711 -0.86752 -0.82883  -0.616
C 1.86774 -0.24880 0.32152  -1.480
H -2.46696 0.15654 -0.66113  0.233
C -1.73279 -0.39215 -0.05595  -0.577
H 2.04882 -1.28780 0.62726  0.352
H -0.46325 0.16298 1.77648  0.419
H 2.28764 0.40781 1.09667  0.329
H -0.54994 1.79381 -0.93423  0.165
H 0.50010 2.18408 0.51343  0.279
C -0.83613 0.47425 0.82731  -0.412
H -0.43870 -0.68930 -1.90249  0.245
C -0.08803 1.44335 -0.01563  -0.645
H 2.46985 -0.07720 -0.58417  0.324
C 0.42301 0.05509 -0.02434  0.813

Cartesian forces (eV/Å) of the 2 atoms listed first:
H 0.106 0.204 -0.059
H 0.144 0.068 -0.065

---

# 3
This record from the Open Molecules 2025 dataset describes C18H22Cl2IrN6O3PS2Se as an isolated structure at a distorted geometry. The level of theory is the ωB97M-V functional and the def2-TZVPD basis.

LUMO (alpha / beta): -9.659 / -12.170 eV
total charge: +3
⟨S²⟩: 8.832
spin multiplicity: 6
energy above the lowest of the compared OMol25 structures with the same formula, charge and spin: 28.0 kcal per mole
highest occupied orbital energy (alpha / beta): -0.525 / -0.617 Ha

Each line ends with the Mulliken spin population.
Positions of all 56 atoms, in Å:
Cl -2.44873 -2.59579 -1.04127  0.140
C 0.34714 -1.73919 3.78222  0.070
H -6.43379 -0.02002 0.34178  0.001
S 1.33850 -2.24399 -0.99141  0.022
C 3.00332 -0.27227 0.11112  -0.078
H -4.08329 2.69178 0.77156  0.001
H 6.71834 1.49408 0.05416  -0.018
C 3.73530 -1.26947 -1.88047  -0.078
C 2.75942 -1.17400 -0.88148  0.190
O -3.00372 0.13171 -0.82824  0.060
H -5.49044 -1.60681 0.22998  0.001
C 5.33959 0.13177 -0.68409  0.174
N 6.54354 0.73901 -0.61215  0.463
H -0.22022 2.92184 -3.56457  0.000
C -1.55871 -4.28233 -1.24482  0.003
N -0.02206 1.93695 -1.78002  -0.002
H -2.68947 0.45166 2.15876  -0.006
C 5.04385 -0.72775 -1.71863  0.135
Se -0.18586 1.68741 2.03209  0.023
P -4.10222 0.44053 0.21688  -0.003
O 0.68836 -1.86257 -2.20772  0.015
H -4.31333 0.75140 2.54040  0.000
O 1.64499 -3.59069 -0.62144  0.019
H -3.95454 -0.97898 2.12480  0.001
H 4.47444 1.06229 1.02042  -0.005
N 0.36264 -1.54062 0.26318  0.199
C -0.21436 2.13798 -0.49271  0.021
C 0.21364 3.40384 0.18636  0.013
H 2.26611 0.08943 0.81604  -0.008
S 1.97818 -2.81792 2.15474  0.075
H 2.47605 -2.19078 4.47894  0.008
C 1.65103 -2.22910 3.75739  0.257
H 7.28312 0.55693 -1.28575  -0.017
H -0.51545 -4.12021 -0.88796  0.007
H -5.73418 2.13519 0.19599  0.001
C 0.58885 4.25125 -2.04128  -0.004
H -4.45822 2.45789 -1.05974  -0.001
C -3.76688 0.13248 1.90229  0.030
N 0.39718 3.38002 1.45484  0.047
C 0.54522 -1.88454 1.56743  0.003
Ir -1.23570 -0.66588 -0.19103  2.719
H -0.21362 -1.53759 4.64025  0.011
C 4.31487 0.41598 0.21133  0.235
H 5.72327 -0.94403 -2.56599  -0.005
H -5.90091 -0.50148 -1.24271  -0.001
C -4.64661 2.12063 -0.00766  0.004
H 3.49821 -1.81773 -2.79671  -0.001
H 1.20697 5.32155 -0.36898  0.000
Cl -2.42994 -5.52782 -0.41143  0.006
C -5.63248 -0.55087 -0.17455  0.006
N -0.56293 1.11090 0.32690  0.093
C 0.12408 3.01804 -2.51513  0.006
H 0.69700 5.03003 -2.77132  0.000
H -1.61162 -4.41117 -2.30250  0.005
N -0.19525 -1.38417 2.54995  0.154
C 0.66132 4.48522 -0.71806  0.012

Cartesian forces (eV/Å) of the 2 atoms listed first:
Cl -0.525 -2.430 -0.819
C 0.552 0.913 -2.186

---

# 4
This record from the Open Molecules 2025 dataset describes one molecule with the formula CH2N2O4 at a distorted geometry. The level of theory is the ωB97M-V functional and the def2-TZVPD basis.

LUMO: -0.497 eV
spin multiplicity: 1
energy above the lowest of the compared OMol25 structures with the same formula, charge and spin: 129.1 kcal per mole
highest occupied orbital energy: -0.399 Ha
SMILES: C=[N+]([O-])O[N+](=O)[O-]

Each line ends with the Mulliken charge.
Positions of all 9 atoms, in Å:
O -2.22051 -0.69634 -0.55485  -0.422
N -0.75458 -1.21013 0.07900  0.652
O -0.81530 -2.34697 0.48336  -0.523
H 0.99462 -0.21626 0.46645  0.263
C -0.01631 -0.22891 -0.07332  -0.305
O -2.32647 0.74195 1.01874  -0.560
O -3.85518 0.53089 -0.47724  -0.574
H -0.26184 0.55590 -0.73035  0.314
N -2.87994 0.24812 0.06476  1.155

Cartesian forces (eV/Å) of the 2 atoms listed first:
O 1.332 -3.151 -1.892
N -2.597 -2.571 0.599

---

# 5
This record from the Open Molecules 2025 dataset describes C5H12NO as an isolated structure at a distorted geometry. The level of theory is the ωB97M-V functional and the def2-TZVPD basis.

LUMO: 3.546 eV
total charge: -1
spin multiplicity: 1
energy above the lowest of the compared OMol25 structures with the same formula, charge and spin: 86.6 kcal per mole
highest occupied orbital energy: -0.095 Ha

Each line ends with the Mulliken charge.
Positions of all 19 atoms, in Å:
H 1.99577 -0.49302 0.53817  0.316
H 0.92231 -2.13043 2.27701  0.128
H 1.25341 -0.30665 2.60329  0.152
N 0.90837 0.54464 -2.30718  -0.767
C 0.47308 -1.10234 2.42438  -0.483
C -2.23048 1.97077 -2.96006  -0.681
H 1.08753 -1.43842 -0.73121  0.331
C 1.06772 -0.59325 -0.04278  -0.561
H 0.88630 1.58992 -0.49929  0.427
H 0.06702 -0.02814 -1.84496  0.154
H -0.62010 0.24153 1.15379  0.339
C -0.02651 -0.68300 1.00977  -0.546
H -0.84836 -1.34119 0.66657  0.325
H -1.31708 1.60555 -2.50754  -0.028
H -2.43903 2.99963 -2.66289  0.259
H -3.08154 1.34318 -2.68019  0.235
C 0.85196 0.58498 -0.94618  0.005
O -0.41132 -1.09814 3.41897  -0.856
H -2.14060 1.96407 -4.04112  0.250

Cartesian forces (eV/Å) of the 2 atoms listed first:
H 0.200 0.182 -0.520
H 0.546 0.399 -0.112

---

# 6
This record from the Open Molecules 2025 dataset describes an isolated ion of composition C9H16NO2 and charge +1 at a distorted geometry. The level of theory is the ωB97M-V functional and the def2-TZVPD basis.

LUMO: -5.372 eV
total charge: +1
spin multiplicity: 1
energy above the lowest of the compared OMol25 structures with the same formula, charge and spin: 119.1 kcal per mole
highest occupied orbital energy: -0.461 Ha

Each line ends with the Mulliken charge.
Positions of all 28 atoms, in Å:
H 2.68774 -0.46066 2.71958  0.342
H -3.71292 0.66891 -0.76390  0.386
C -1.60771 -0.48707 1.13028  0.033
H -0.11289 -1.76923 -0.51667  0.375
C 1.96297 0.03518 2.06324  -0.522
H 1.42536 2.10592 -1.86821  0.393
H -4.31488 -0.97668 -0.36467  0.379
C -2.26974 -0.38463 -0.16701  1.081
H 1.59887 0.62986 -2.65447  0.432
H 3.57861 0.79749 0.66673  0.311
O -1.42412 0.32696 2.00501  -0.413
C 2.49092 0.83209 0.91709  -0.751
C 0.91534 1.19261 -2.05084  -1.789
H 1.28869 0.69527 2.73199  0.197
H -1.65097 -1.57869 1.34868  0.326
C 0.56358 0.33356 -0.84942  0.938
H -4.08319 0.19500 0.78241  0.452
N 1.07466 -0.74425 1.20820  -0.289
C -0.27532 -0.94562 -1.22760  -1.013
H 1.05573 -1.74239 1.26575  0.218
H 2.24464 1.86485 0.81849  0.309
H -0.09187 0.86914 -0.23789  0.243
H 0.12637 1.47515 -2.77443  0.376
C 1.71679 -0.10662 0.01567  -0.234
C -3.69741 -0.13646 -0.09453  -1.369
H 2.42931 -0.70978 -0.61415  0.399
H -0.16155 -1.36024 -2.19411  0.482
O -1.75700 -0.61966 -1.29524  -0.290

Cartesian forces (eV/Å) of the 2 atoms listed first:
H -0.205 -0.181 -0.387
H -1.060 1.245 -1.595

---

| no. | total energy (a.u.) | molecular weight (g mol⁻¹) |
| --- | --- | --- |
| 1 | -2476.9786 | 649.71 |
| 2 | -234.5317 | 82.15 |
| 3 | -5815.9983 | 807.60 |
| 4 | -449.4829 | 106.04 |
| 5 | -327.5581 | 102.16 |
| 6 | -557.3652 | 170.23 |